The following is a DFT calculation (the ωB97M-V functional and the def2-TZVPD basis) of the molecule C9H16N2O6 at a distorted geometry.

```
33
Properties=species:S:1:pos:R:3:forces:R:3:lowdin_charge:R:1
C 3.18971 -1.18644 0.77070 0.1 -0.4 -0.2 -0.1055
C 3.69996 -0.65718 -0.72061 1.1 -0.4 1.0 -0.2467
O 3.13084 0.64837 -1.08828 -1.1 -2.3 -1.0 -0.2291
C 1.82394 0.51055 -1.76888 -1.0 0.2 0.3 -0.1389
C 0.62915 0.81629 -0.64280 0.4 -1.4 0.3 -0.1510
O -0.51990 1.55013 -1.19508 1.0 1.0 2.1 -0.1918
C -0.94877 2.65874 -0.32828 -1.4 0.8 -0.1 -0.1815
C -1.45867 2.21922 1.16625 0.8 0.5 0.8 -0.1691
O -1.95383 0.83877 1.27878 -1.2 1.5 -1.6 -0.1830
C -3.18968 0.61972 0.51211 -0.7 -0.7 1.3 -0.1326
O -3.01446 -0.69674 -0.18119 1.4 -0.4 2.8 -0.0519
C -2.71929 -1.76472 0.78714 -6.8 -2.6 3.0 -0.2311
O -3.77959 -2.41592 1.33929 7.2 4.3 -3.9 0.0327
N -1.35139 -2.20340 1.26093 -2.3 3.8 0.4 0.0046
O -0.89424 -3.28997 0.61442 0.9 -0.8 -5.2 -0.0654
C -0.85207 -3.04061 -0.83486 -2.0 0.7 -7.8 -0.1263
N -1.05568 -2.85712 -2.11685 2.0 -1.6 11.6 0.1404
H 2.34095 -2.01676 0.67203 1.9 1.7 0.2 0.0730
H 4.14317 -1.63548 1.31594 -2.2 0.8 -1.1 0.0835
H 2.76300 -0.32925 1.44694 0.9 -1.5 -1.5 0.0764
H 3.54770 -1.49977 -1.54746 0.1 1.9 1.7 0.1305
H 4.87721 -0.49728 -0.62272 -2.6 -0.1 -0.3 0.1287
H 1.64767 -0.59027 -2.19328 0.5 2.4 0.9 0.1334
H 1.74856 1.27792 -2.66096 0.2 -1.4 1.9 0.1407
H 0.22976 -0.26620 -0.33692 0.7 2.3 -0.4 0.1069
H 1.08330 1.32871 0.33252 -0.8 -0.9 -2.3 0.1417
H -1.88464 3.17481 -0.85891 2.2 -1.3 0.8 0.1366
H -0.15448 3.51577 -0.19353 -1.2 -1.8 -0.3 0.1398
H -0.53636 2.30360 1.91276 -2.1 -0.4 -1.5 0.1399
H -2.30466 2.95307 1.55152 1.8 -1.3 -0.9 0.1427
H -3.48168 1.48994 -0.21582 1.0 -2.1 1.0 0.1609
H -4.09928 0.46683 1.25925 2.0 0.3 -1.4 0.1633
H -0.65626 -1.42534 1.28582 -0.8 -0.7 -0.5 0.1282
```
Positions in Å, forces in eV/Å.

The calculation puts the maximum force at 0.2318 hartree/bohr. As for the SMILES: CCOCCOCCOCOC(=O)NOC#N. For the energy above the lowest of the compared OMol25 structures with the same formula, charge and spin, the calculation gives 310.4 kcal/mol. The molar mass is 248.23 Da. The value obtained for the HOMO-LUMO gap is 9.12 eV. For the LUMO energy, the calculation gives -0.59 eV.


The following is a DFT calculation (the ωB97M-V functional and the def2-TZVPD basis) of C8H15NOPTb as an isolated structure at a distorted geometry.

```
27
Properties=species:S:1:pos:R:3:forces:R:3:lowdin_charge:R:1
C -1.09036 1.63434 -2.69028 -1.0 -0.7 0.0 -0.2623
C -1.06177 1.50892 -4.11082 -0.3 -0.2 0.6 -0.2069
C -2.16557 0.70219 -4.51674 0.4 0.4 1.2 -0.1925
C -2.89166 0.32419 -3.35333 0.8 0.5 0.4 -0.2058
C -2.24878 0.89669 -2.20980 0.9 0.4 -0.8 -0.2592
Tb -0.47018 1.52107 0.85430 -2.4 1.0 -2.3 0.9165
P 0.54223 3.65085 2.16300 0.7 2.3 1.2 0.4666
H -0.39435 2.20647 -2.05637 -0.2 -0.1 -0.4 0.0026
H -0.31344 1.95400 -4.76782 -0.2 -0.1 0.2 0.0615
H -2.40498 0.42851 -5.53777 0.0 0.0 0.1 0.0626
H -2.56594 0.84730 -1.15701 -0.1 -0.1 -0.4 -0.0035
H -3.76867 -0.30840 -3.32164 0.0 0.1 0.0 0.0571
H -0.39562 4.51669 2.85980 0.5 -0.5 -0.3 -0.1131
H 1.15414 4.68658 1.34444 0.0 -0.3 0.5 -0.1241
H 1.55619 3.59770 3.19783 -0.6 0.2 -0.6 -0.1241
C 0.76692 -2.77840 0.75523 0.0 -0.2 -0.1 0.0032
N 1.32957 -2.20787 1.99119 0.1 0.9 0.0 -0.1571
C 2.11032 -3.03952 2.89828 0.7 -0.3 0.3 -0.0303
C 1.21658 -0.91705 2.25493 -1.2 0.1 -1.0 -0.2416
O 0.49968 -0.13972 1.54270 2.5 -3.4 1.5 -0.4071
H 1.01337 -3.84845 0.76403 -0.2 0.4 -0.1 0.0914
H 1.20559 -2.30657 -0.13923 -0.2 -0.1 0.4 0.1114
H -0.32166 -2.65111 0.71826 0.3 0.0 0.1 0.1031
H 3.15679 -2.68307 2.96264 -0.5 -0.3 -0.1 0.1039
H 1.69287 -3.01843 3.91460 0.0 -0.1 -0.4 0.0993
H 2.10475 -4.07256 2.51798 0.0 0.5 0.3 0.0944
H 1.74398 -0.50436 3.12159 -0.1 -0.3 0.0 0.1539
```
Positions in Å, forces in eV/Å.

The calculation puts the maximum force at 0.0862 hartree/bohr. For the energy above the lowest of the compared OMol25 structures with the same formula, charge and spin, the calculation gives 10.9 kcal/mol. The molar mass is 331.11 Da. As for the multiplicity: 7. The value obtained for the HOMO-LUMO gap (alpha / beta) is 4.40 / 5.00 eV. For the LUMO energy (alpha / beta), the calculation gives -0.44 / -0.43 eV.